Entry 1:
F12InNO3P2 | the ωB97M-V functional and the def2-TZVPD basis

HOMO-LUMO gap: 0.0428 Ha
multiplicity: 1
DFT total energy: -2351.53250 a.u.
max |F|: 3.3 eV Å⁻¹
HOMO: -11.23 eV
net charge: 0

Geometry as XYZ:
```
19
F12InNO3P2 | OMol25 | the ωB97M-V functional and the def2-TZVPD basis
In -11.219 14.795 18.133
N -7.596 9.031 19.753
O -8.449 9.924 19.498
O -6.518 9.128 19.115
O -7.685 8.145 20.640
P -17.050 17.357 17.077
F -18.398 17.457 17.929
F -17.980 17.034 15.773
F -17.245 18.982 16.809
F -15.676 17.239 16.207
F -15.996 17.623 18.306
F -16.797 15.754 17.462
P -10.000 21.086 18.734
F -9.249 19.897 17.968
F -10.432 19.993 19.870
F -8.574 21.324 19.554
F -10.877 22.174 19.604
F -9.615 22.226 17.631
F -11.295 20.599 17.884
```

---

Entry 2:
C8H11N4 | the ωB97M-V functional and the def2-TZVPD basis

HOMO-LUMO gap: 0.2898 Ha
multiplicity: 1
DFT total energy: -530.08372 a.u.
max |F|: 4.3 eV Å⁻¹
HOMO: -12.13 eV
net charge: +1

Geometry as XYZ:
```
23
C8H11N4 | OMol25 | the ωB97M-V functional and the def2-TZVPD basis
C -1.762 0.893 -1.223
C -3.024 0.888 -0.599
C -1.550 1.654 0.891
C -0.858 1.309 -0.282
C 3.354 -0.014 -0.227
C 2.935 1.269 -0.590
C 1.430 -0.859 0.835
C 0.522 1.272 -0.395
N 2.511 -0.918 0.147
N 1.631 1.601 -0.561
N -2.844 1.457 0.600
N -0.479 -3.017 0.092
H -1.495 0.560 -2.307
H -3.990 0.885 -1.106
H -1.068 2.061 1.722
H 4.316 -0.410 -0.269
H 3.564 1.899 -1.156
H 1.419 -0.386 1.908
H 0.717 -1.663 0.800
H -3.646 1.650 1.282
H -1.112 -3.103 0.869
H 0.225 -3.787 0.408
H -0.796 -3.242 -0.837
```

---

Entry 3:
C2H5BrO2S | the ωB97M-V functional and the def2-TZVPD basis

HOMO-LUMO gap (alpha / beta): 0.3384 / 0.2116 Ha
multiplicity: 3
DFT total energy: -3201.68502 a.u.
max |F|: 4.7 eV Å⁻¹
HOMO (alpha / beta): -8.43 / -10.46 eV
expectation value of S²: 2.0111
net charge: 0

Geometry as XYZ:
```
11
C2H5BrO2S | OMol25 | the ωB97M-V functional and the def2-TZVPD basis
C 0.728 -1.076 -0.581
C 1.824 -0.621 0.055
O 0.586 2.459 -0.039
O -1.386 1.352 0.960
S -0.606 1.706 -0.198
Br -3.357 -0.608 -0.147
H 0.707 -1.524 -1.505
H -2.853 0.636 0.527
H -0.220 -1.181 0.106
H 1.786 -0.446 1.082
H 2.790 -0.697 -0.260
```

---

Entry 4:
C6H7Cl | the ωB97M-V functional and the def2-TZVPD basis

HOMO-LUMO gap: 0.2906 Ha
multiplicity: 1
DFT total energy: -692.88039 a.u.
max |F|: 7.6 eV Å⁻¹
HOMO: -8.17 eV
SMILES: C=C/C=C/C(=C)Cl
net charge: 0

Geometry as XYZ:
```
14
C6H7Cl | OMol25 | the ωB97M-V functional and the def2-TZVPD basis
C 2.775 -0.997 -0.018
C 1.888 0.109 -0.095
C 0.571 -0.289 0.026
C -0.517 0.440 0.011
C -1.808 0.111 0.073
C -2.814 0.995 -0.005
Cl -2.328 -1.634 -0.058
H 3.807 -0.827 0.096
H 2.444 -2.040 0.308
H 2.338 1.181 -0.413
H 0.290 -1.381 0.236
H -0.240 1.601 -0.280
H -2.645 2.101 0.433
H -3.761 0.629 -0.315
```

---

Entry 5:
C7H13Cl3NO2 | the ωB97M-V functional and the def2-TZVPD basis

HOMO-LUMO gap (alpha / beta): 0.2806 / 0.2807 Ha
multiplicity: 1
DFT total energy: -1859.93634 a.u.
max |F|: 5.3 eV Å⁻¹
HOMO (alpha / beta): -13.76 / -13.76 eV
net charge: +1

Geometry as XYZ:
```
26
C7H13Cl3NO2 | OMol25 | the ωB97M-V functional and the def2-TZVPD basis
C -0.845 1.015 1.145
C -1.795 0.931 2.314
C -0.503 0.141 -1.827
C -1.033 -1.805 -0.440
C 1.208 -1.373 -1.497
C 0.419 0.217 1.179
C 1.648 0.968 0.666
N -0.027 -0.812 -0.904
O -1.003 1.791 0.292
O 1.582 1.506 -0.538
Cl 0.635 -1.063 2.170
Cl 1.716 2.361 1.981
Cl 3.103 -0.037 0.925
H -1.487 0.478 3.313
H -1.975 1.977 2.471
H -2.792 0.528 2.031
H 0.281 0.396 -2.607
H -1.377 -0.142 -2.363
H -0.687 1.211 -1.525
H -0.870 -2.114 0.533
H -1.859 -1.304 -0.670
H -0.883 -2.599 -1.199
H 1.725 -0.538 -1.630
H 1.615 -2.075 -0.741
H 0.910 -1.816 -2.465
H 2.292 2.156 -0.614
```

---

Entry 6:
CH5N3O2S | the ωB97M-V functional and the def2-TZVPD basis

HOMO-LUMO gap: 0.3521 Ha
multiplicity: 1
DFT total energy: -753.96022 a.u.
max |F|: 4.1 eV Å⁻¹
HOMO: -8.77 eV
net charge: 0

Geometry as XYZ:
```
12
CH5N3O2S | OMol25 | the ωB97M-V functional and the def2-TZVPD basis
C -0.026 -0.770 0.081
N 1.030 1.212 0.352
N 0.419 0.142 0.776
N -0.850 -1.847 0.608
O 1.688 3.103 -1.049
O -0.495 2.064 -1.443
S 1.108 1.809 -1.249
H 0.000 -0.879 -1.026
H 0.890 2.068 0.893
H -0.726 2.892 -1.097
H -0.532 -2.639 0.163
H -0.970 -1.826 1.639
```

---

Copy entry 3 word for word.
C2H5BrO2S | the ωB97M-V functional and the def2-TZVPD basis

HOMO-LUMO gap (alpha / beta): 0.3384 / 0.2116 Ha
multiplicity: 3
DFT total energy: -3201.68502 a.u.
max |F|: 4.7 eV Å⁻¹
HOMO (alpha / beta): -8.43 / -10.46 eV
expectation value of S²: 2.0111
net charge: 0

Geometry as XYZ:
```
11
C2H5BrO2S | OMol25 | the ωB97M-V functional and the def2-TZVPD basis
C 0.728 -1.076 -0.581
C 1.824 -0.621 0.055
O 0.586 2.459 -0.039
O -1.386 1.352 0.960
S -0.606 1.706 -0.198
Br -3.357 -0.608 -0.147
H 0.707 -1.524 -1.505
H -2.853 0.636 0.527
H -0.220 -1.181 0.106
H 1.786 -0.446 1.082
H 2.790 -0.697 -0.260
```